A | DFT (wB97M-V/def2-TZVPD) results for 2 unconnected molecules or ions with the total composition C5H13N3O2.

Its orbital gap is 9.161 eV. As for the spin multiplicity: 1.

Last column: Mulliken charge in e.
Cartesian coordinates (Å):
C  1.651  -1.589  0.085  0.5541
C  1.633  1.325  -1.561  -1.7458
C  0.537  1.839  0.720  -1.0932
C  -2.527  -0.131  0.944  -0.2308
C  0.894  0.747  -0.351  0.8940
N  -2.010  -1.370  1.184  -0.2439
N  1.733  -0.272  0.226  -0.2344
N  -3.550  -0.136  0.001  -0.3744
O  2.382  -2.377  0.664  -0.6457
O  0.809  -1.948  -0.951  -0.5050
H  1.062  2.095  -1.966  0.4345
H  2.539  1.921  -1.149  0.3046
H  2.008  0.611  -2.185  0.4454
H  0.703  2.872  0.393  0.3518
H  -0.541  1.679  0.997  0.1845
H  1.016  1.652  1.790  0.2756
H  0.009  0.335  -0.832  0.2604
H  -2.406  -2.276  0.900  0.1658
H  -1.071  -1.440  1.603  0.2462
H  2.489  -0.161  0.851  0.1806
H  0.909  -2.924  -1.181  0.3390
H  -4.316  0.526  0.141  0.2664
H  -3.954  -0.977  -0.323  0.1703

---

B | DFT (wB97M-V/def2-TZVPD) results for 2 unconnected molecules or ions with the total composition C5H13N3O2.

Its orbital gap is 9.894 eV. As for the spin multiplicity: 1.

Last column: Mulliken charge in e.
Cartesian coordinates (Å):
C  -2.315  -1.198  2.303  -1.4243
C  -1.350  -1.920  1.379  0.0587
O  -1.630  -1.639  0.015  -0.5230
C  0.147  -1.577  1.626  1.8393
N  0.538  -1.705  3.019  -0.6871
C  0.425  -0.177  1.188  -0.4118
N  0.508  0.999  1.346  -0.8155
C  1.036  -2.543  0.786  -1.1588
N  2.462  -2.374  0.927  -0.6434
H  -3.348  -1.442  2.018  0.4115
H  -2.177  -1.520  3.343  0.3603
H  -2.186  -0.108  2.244  0.3273
H  -1.435  -3.007  1.549  0.3238
H  -2.518  -1.929  -0.210  0.3435
H  0.004  -1.096  3.631  0.2897
H  0.418  -2.664  3.334  0.2921
H  0.762  -3.557  1.118  0.4887
H  0.761  -2.465  -0.271  0.3701
H  2.777  -1.492  0.533  0.2997
H  2.724  -2.373  1.910  0.3003
O  1.120  0.589  -1.072  -0.7492
H  0.560  -0.155  -1.358  0.3076
H  0.857  1.427  -0.349  0.4005

---

Quick one: most stable of them? A

---

A | DFT (wB97M-V/def2-TZVPD) results for 10 unconnected molecules or ions with the total composition H22NO9.

Its orbital gap is 10.057 eV. Its charge is +1. As for the spin multiplicity: 1.

Last column: Mulliken charge in e.
Cartesian coordinates (Å):
N  0.183  -0.757  0.169  -0.1209
H  -0.800  -0.875  -0.150  0.3318
H  -0.223  -0.402  1.102  0.1119
H  0.635  -0.009  -0.254  0.2370
H  0.858  -1.370  0.360  0.3631
O  -0.638  1.738  -1.671  -0.5916
H  -1.111  2.427  -1.213  0.3270
H  0.015  2.061  -2.169  0.2588
O  0.088  -2.494  -2.276  -0.6194
H  0.988  -2.793  -2.262  0.3052
H  -0.327  -3.357  -2.750  0.3296
O  -3.328  0.301  -1.163  -0.6149
H  -2.751  0.744  -1.867  0.3212
H  -4.254  0.651  -1.403  0.2986
O  -3.444  -2.073  0.953  -0.6486
H  -3.029  -1.441  1.494  0.3860
H  -3.520  -1.681  -0.048  0.3222
O  2.851  -0.028  -2.519  -0.5652
H  3.049  0.064  -1.652  0.2402
H  3.359  0.849  -2.723  0.3451
O  -2.269  0.035  2.071  -0.6177
H  -1.566  0.181  2.748  0.2761
H  -2.853  0.666  2.489  0.2750
O  1.089  2.340  1.044  -0.3835
H  1.554  3.044  1.105  0.1938
H  0.610  2.576  0.304  0.2193
O  3.225  -0.805  0.495  -0.5149
H  3.566  -1.572  0.796  0.2256
H  4.025  -0.395  0.870  0.2921
O  1.669  0.886  2.916  -0.6163
H  0.895  0.528  3.333  0.2797
H  1.463  0.954  1.873  0.3536

---

B | DFT (wB97M-V/def2-TZVPD) results for 10 unconnected molecules or ions with the total composition H22NO9.

Its orbital gap is 9.998 eV. Its charge is +1. As for the spin multiplicity: 1.

Last column: Mulliken charge in e.
Cartesian coordinates (Å):
N  27.620  30.687  37.219  -0.1396
H  27.480  29.762  37.561  0.3045
H  26.890  31.124  36.690  0.2689
H  28.370  30.410  36.661  0.3405
H  28.087  31.252  37.929  0.2247
O  28.191  33.628  39.556  -0.6355
H  29.096  33.911  39.320  0.2942
H  28.215  33.572  40.554  0.3363
O  29.807  29.729  39.148  -0.5837
H  30.378  30.264  38.729  0.2664
H  30.341  29.051  39.633  0.2841
O  29.907  32.779  37.115  -0.4470
H  30.386  33.088  36.443  0.2261
H  29.642  33.590  37.372  0.2398
O  25.285  30.768  33.409  -0.5997
H  25.932  30.203  33.104  0.2655
H  25.155  30.552  34.425  0.3769
O  25.653  29.590  39.324  -0.7477
H  24.838  30.171  39.586  0.3361
H  25.188  28.612  39.391  0.3638
O  24.684  30.133  36.042  -0.6266
H  24.111  30.355  36.753  0.2813
H  24.459  29.257  36.112  0.3021
O  27.589  30.187  40.899  -0.6819
H  26.998  29.870  40.147  0.3841
H  28.483  30.225  40.564  0.3691
O  29.021  30.962  34.298  -0.5640
H  29.686  31.382  33.878  0.2601
H  28.438  30.271  33.924  0.3114
O  28.225  27.694  36.879  -0.6071
H  27.580  27.037  36.937  0.2831
H  29.116  27.477  37.235  0.3136

---

Quick one: most stable of them? B

---

A | DFT (wB97M-V/def2-TZVPD) results for a single C6H14N4O2 molecule.

Its orbital gap is 9.315 eV. As for the spin multiplicity: 1.

Last column: Mulliken charge in e.
Cartesian coordinates (Å):
H  3.363  1.259  -1.878  0.2057
N  3.741  0.802  -1.090  -0.8297
C  2.899  0.139  -0.393  0.5134
N  3.291  -0.475  0.799  -0.4323
N  1.524  -0.035  -0.792  -0.2718
C  0.916  -1.309  -0.295  -1.0912
C  -0.011  -0.968  0.820  -0.6357
C  -0.726  0.416  0.772  -0.9458
C  -1.709  0.633  -0.357  0.8246
N  -2.579  1.741  0.026  -0.8064
C  -2.651  -0.574  -0.584  0.1843
O  -2.212  -1.601  -1.088  -0.5427
O  -3.932  -0.475  -0.061  -0.5058
H  2.569  -0.555  1.506  0.1437
H  4.131  -0.091  1.226  0.3367
H  1.358  0.130  -1.810  0.2571
H  0.356  -1.825  -1.056  0.4543
H  1.745  -1.985  -0.056  0.4907
H  0.519  -1.022  1.781  0.3959
H  -0.768  -1.792  0.879  0.3986
H  -1.457  0.373  1.622  0.4179
H  -0.071  1.202  1.165  0.3423
H  -1.232  0.885  -1.299  0.2816
H  -2.960  2.282  -0.765  0.2276
H  -2.156  2.373  0.678  0.1809
H  -3.947  0.470  0.250  0.4059

---

B | DFT (wB97M-V/def2-TZVPD) results for a single C6H14N4O2 molecule.

Its orbital gap is 10.156 eV. As for the spin multiplicity: 1.

Last column: Mulliken charge in e.
Cartesian coordinates (Å):
N  2.114  -1.086  -1.083  -0.7451
N  1.850  -0.879  0.306  0.1737
C  0.678  -0.872  0.887  0.2794
O  0.417  -0.334  1.975  -0.7748
C  -0.341  -1.749  0.277  -0.8950
C  -1.271  -1.026  -0.711  -0.6285
C  -2.189  -0.042  -0.092  -0.3203
C  -1.550  1.103  0.664  -0.8562
C  -0.436  1.560  -0.192  0.3194
O  -0.237  1.509  -1.446  -0.6970
N  0.602  1.869  0.703  -0.1245
N  1.958  1.994  0.150  -0.7579
H  2.270  -2.094  -1.297  0.2699
H  1.366  -0.707  -1.524  0.3217
H  2.610  -0.363  0.646  0.3635
H  0.172  -2.611  -0.238  0.3582
H  -0.955  -2.147  1.061  0.4556
H  -1.732  -2.000  -1.060  0.2587
H  -0.691  -0.518  -1.510  0.3772
H  -2.945  0.235  -0.953  0.2292
H  -2.749  -0.702  0.659  0.3571
H  -1.214  0.805  1.575  0.6477
H  -2.163  2.015  0.659  0.3132
H  0.570  1.382  1.588  0.4995
H  1.941  1.672  -0.871  0.2529
H  1.926  2.986  -0.172  0.3225

---

Quick one: most stable of them? A

---

A | DFT (wB97M-V/def2-TZVPD) results for 2 unconnected molecules or ions with the total composition C5H11O3.

Its orbital gap (spin up / spin down) is 11.787 / 7.170 eV. As for the spin multiplicity: 2.

Last column: Mulliken charge in e.
Cartesian coordinates (Å):
O  2.561  -0.161  0.704  -0.5084
C  2.021  0.178  -0.333  0.7926
O  2.304  0.169  -1.533  -0.4371
C  0.571  0.918  -0.126  -0.6978
C  -0.438  0.133  -0.949  -0.8757
C  -0.674  -1.293  -0.439  -0.1796
C  -2.150  -1.673  -0.536  -1.4442
H  0.377  0.975  0.940  0.3319
H  0.672  1.962  -0.374  0.3884
H  -1.390  0.671  -0.985  0.4697
H  -0.090  0.120  -1.978  0.3788
H  -0.126  -1.983  -1.089  0.3042
H  -0.359  -1.445  0.582  0.3062
H  -2.382  -2.729  -0.403  0.3712
H  -2.563  -1.371  -1.500  0.3533
H  -2.719  -1.134  0.230  0.3524
H  1.888  2.757  2.942  0.3203
H  1.433  1.560  2.211  0.3963
O  1.065  2.346  2.635  -0.6225

---

B | DFT (wB97M-V/def2-TZVPD) results for 2 unconnected molecules or ions with the total composition C5H11O3.

Its orbital gap (spin up / spin down) is 10.208 / 4.989 eV. As for the spin multiplicity: 2.

Last column: Mulliken charge in e.
Cartesian coordinates (Å):
C  3.327  0.230  -1.607  -0.8617
C  2.568  0.673  -0.353  0.7574
O  1.687  -0.106  0.134  -0.4963
O  2.715  1.848  -0.025  -0.3263
H  4.185  -0.499  -1.384  0.2497
H  3.767  1.116  -2.148  0.3247
H  2.577  -0.194  -2.223  0.3131
C  -1.588  -0.407  0.457  0.8939
C  -1.271  -0.066  1.832  -1.3978
C  -2.956  -0.424  -0.123  -1.3967
O  -0.797  0.363  -0.449  -0.5898
H  -1.137  -1.453  0.343  0.0875
H  -0.248  -0.368  2.023  0.3143
H  -3.297  0.516  -0.376  0.3965
H  -2.900  -0.937  -1.069  0.3314
H  -3.632  -1.010  0.583  0.3113
H  0.192  0.327  -0.271  0.3721
H  -1.885  -0.543  2.631  0.3222
H  -1.308  0.935  2.025  0.3944

---

Quick one: most stable of them? A

---

A | DFT (wB97M-V/def2-TZVPD) results for a single CH5N3S2 molecule.

Its orbital gap is 9.399 eV. As for the spin multiplicity: 1.

Last column: Mulliken charge in e.
Cartesian coordinates (Å):
N  1.023  -1.072  0.173  -0.5751
C  0.094  -0.170  0.018  0.5265
N  0.226  1.251  -0.298  -0.3482
S  1.589  2.269  0.256  -0.1761
N  -1.216  -0.598  0.211  -0.3339
S  -1.845  -2.101  -0.262  -0.1781
H  2.007  -0.894  0.011  0.2168
H  -0.404  1.690  -0.893  0.2690
H  2.470  2.232  -0.904  0.1540
H  -1.974  0.060  0.486  0.2904
H  -1.971  -2.666  1.203  0.1544

---

B | DFT (wB97M-V/def2-TZVPD) results for a single CH5N3S2 molecule.

Its orbital gap is 8.525 eV. As for the spin multiplicity: 1.

Last column: Mulliken charge in e.
Cartesian coordinates (Å):
N  1.496  -0.803  0.130  -0.5592
N  1.018  0.438  -0.303  -0.0218
C  -0.329  0.604  -0.087  0.4517
S  -1.000  2.009  0.086  -0.6064
N  -1.046  -0.496  0.146  -0.2945
S  -2.746  -0.547  -0.095  -0.1676
H  1.920  -0.842  1.049  0.2106
H  2.055  -1.144  -0.622  0.2126
H  1.563  1.162  -0.680  0.1605
H  -0.257  -1.267  0.335  0.4651
H  -2.674  0.885  0.041  0.1491

---

Quick one: most stable of them? A